Density functional theory data (ωB97M-V/def2-TZVPD) for a molecular structure, C19H38AlFIO15S in a non-equilibrium geometry.

Each line ends with the Mulliken charge.
Cartesian coordinates (Å):
O1 -12.71 1.35 -6.88  -0.562
S1 -11.32 1.43 -7.59  0.915
O2 -11.60 1.91 -9.05  -0.569
F1 -10.21 2.47 -6.74  -0.328
Al1 -10.51 -0.75 -7.73  0.337
I1 -12.26 -2.14 -9.07  -0.356
C1 -10.25 -1.50 -5.85  -0.667
C2 -9.09 -0.46 -4.97  0.036
C3 -7.51 -1.16 -4.80  -0.570
O3 -7.89 0.08 -5.81  -0.384
H1 -9.10 -0.82 -8.47  -0.222
H2 -11.22 -1.48 -5.17  0.297
H3 -9.77 -2.57 -5.87  0.308
H4 -9.53 0.21 -4.01  0.230
H5 -7.01 -1.69 -5.72  0.336
H6 -6.99 -0.82 -3.81  0.195
C4 -1.77 1.93 -0.51  -1.167
C5 -1.89 0.47 -0.94  0.052
O4 -3.06 0.27 -1.75  -0.371
C6 -2.97 0.72 -3.02  0.697
O5 -2.00 1.26 -3.53  -0.573
O6 -4.16 0.48 -3.64  -0.252
C7 -4.24 1.00 -4.96  -0.477
H7 -2.68 2.26 -0.02  0.296
H8 -0.92 2.06 0.17  0.353
H9 -1.61 2.58 -1.37  0.321
H10 -2.01 -0.15 -0.05  0.323
H11 -0.99 0.12 -1.46  0.158
H12 -3.41 0.64 -5.58  0.295
H13 -4.25 2.10 -4.93  0.291
H14 -5.18 0.66 -5.40  0.060
C8 1.18 -5.31 2.78  -1.001
C9 0.39 -4.01 2.91  -0.371
O7 1.05 -2.94 2.23  -0.251
C10 0.96 -2.95 0.88  0.734
O8 0.37 -3.79 0.20  -0.560
O9 1.66 -1.90 0.39  -0.319
C11 1.74 -1.86 -1.03  -0.730
H15 2.21 -5.17 3.13  0.260
H16 0.71 -6.10 3.37  0.378
H17 1.24 -5.64 1.74  0.290
H18 0.33 -3.73 3.96  0.307
H19 -0.64 -4.13 2.54  0.423
H20 0.74 -1.89 -1.48  0.298
H21 2.35 -2.69 -1.39  0.306
H22 2.21 -0.92 -1.32  0.263
C12 4.44 -2.48 1.95  -0.660
C13 3.85 -2.41 3.35  0.182
O10 4.87 -2.58 4.35  -0.398
C14 5.68 -1.52 4.55  0.716
O11 5.62 -0.44 3.97  -0.530
O12 6.60 -1.86 5.49  -0.346
C15 7.59 -0.86 5.72  -0.560
H23 5.00 -3.41 1.82  0.293
H24 3.65 -2.42 1.20  -0.043
H25 5.14 -1.66 1.77  0.321
H26 3.14 -3.22 3.49  -0.075
H27 3.31 -1.47 3.52  0.310
H28 7.13 0.11 5.97  0.204
H29 8.24 -0.76 4.84  0.295
H30 8.21 -1.17 6.56  0.271
C16 6.32 2.52 3.01  -0.934
C17 6.53 2.77 4.49  0.266
O13 7.31 3.95 4.71  -0.360
C18 6.67 5.13 4.52  0.728
O14 5.50 5.27 4.19  -0.555
O15 7.56 6.14 4.72  -0.341
C19 7.03 7.43 4.45  -0.618
H31 7.28 2.48 2.49  0.285
H32 5.79 1.57 2.85  0.176
H33 5.74 3.32 2.54  0.364
H34 7.09 1.94 4.93  -0.156
H35 5.58 2.84 5.03  0.335
H36 6.11 7.62 5.01  0.289
H37 6.86 7.54 3.37  0.287
H38 7.77 8.17 4.76  0.224

charge = -1
2S+1 = 1
HOMO energy = -5.808 eV
gap between HOMO and LUMO = 7.265 eV


Density functional theory data (ωB97M-V/def2-TZVPD) for 4 unconnected molecules or ions with the total composition C19H38INO9 in a non-equilibrium geometry.

Each line ends with the Mulliken charge.
Cartesian coordinates (Å):
C1 -1.14 -1.46 -3.60  -0.932
C2 -1.23 -3.03 -4.18  -0.238
C3 -2.71 -3.71 -3.97  -0.360
I1 -4.17 -2.18 -4.68  -0.003
O1 -3.09 -3.98 -2.57  -0.296
C4 -2.03 -4.68 -1.83  0.442
O2 -1.66 -5.92 -2.19  -0.534
N1 -1.37 -3.88 -0.69  -0.141
C5 -0.11 -4.55 -0.20  0.055
C6 1.24 -4.17 -1.12  -0.187
C7 1.64 -5.35 -2.18  -0.352
O3 2.86 -4.86 -2.90  -0.554
H1 -1.42 -0.67 -4.43  0.403
H2 0.01 -1.30 -3.33  0.220
H3 -1.73 -1.30 -2.60  0.247
H4 -0.33 -3.68 -3.80  -0.020
H5 -1.08 -2.91 -5.35  0.389
H6 -2.85 -4.62 -4.70  0.480
H7 -1.13 -2.96 -1.17  0.147
H8 0.12 -4.09 0.87  -0.347
H9 -0.20 -5.71 -0.03  0.386
H10 2.13 -4.12 -0.33  0.289
H11 1.18 -3.11 -1.61  0.063
H12 1.97 -6.35 -1.66  0.407
H13 0.82 -5.54 -3.00  0.112
H14 3.44 -5.66 -3.14  0.318
C8 -0.82 0.33 3.96  -0.791
C9 -1.19 -0.95 3.23  -0.439
O4 -0.04 -1.56 2.64  -0.340
C10 0.80 -2.40 3.28  0.883
C11 0.73 -2.50 4.78  -1.225
O5 1.66 -3.02 2.66  -0.570
H15 -0.13 0.14 4.78  0.330
H16 -1.71 0.82 4.36  0.370
H17 -0.31 1.02 3.28  0.075
H18 -1.73 -1.65 3.88  0.389
H19 -1.87 -0.71 2.41  0.337
H20 1.43 -1.79 5.22  0.278
H21 1.00 -3.51 5.07  0.327
H22 -0.27 -2.32 5.18  0.403
C12 0.44 2.47 -3.07  -1.073
C13 0.15 3.40 -1.92  -0.084
O6 -0.92 2.90 -1.10  -0.388
C14 -0.77 2.02 -0.09  0.736
C15 0.54 1.28 0.03  -0.514
O7 -1.70 1.76 0.67  -0.602
H23 0.77 1.49 -2.72  0.217
H24 1.21 2.88 -3.72  0.413
H25 -0.47 2.30 -3.66  0.284
H26 1.03 3.62 -1.32  0.085
H27 -0.20 4.37 -2.32  0.366
H28 0.46 0.33 -0.50  0.162
H29 0.73 1.08 1.09  0.008
H30 1.40 1.84 -0.33  0.353
C16 0.11 7.78 2.09  -1.049
C17 -0.26 6.50 1.37  -0.341
O8 0.89 5.89 0.78  -0.341
C18 1.73 5.05 1.42  0.866
C19 1.66 4.95 2.91  -1.108
O9 2.60 4.43 0.80  -0.591
H31 0.80 7.58 2.92  0.272
H32 -0.78 8.27 2.49  0.371
H33 0.62 8.47 1.41  0.298
H34 -0.80 5.79 2.01  0.327
H35 -0.94 6.74 0.55  0.359
H36 2.37 5.65 3.36  0.289
H37 1.93 3.93 3.21  0.305
H38 0.66 5.13 3.32  0.359

2S+1 = 1
HOMO energy = -9.458 eV
gap between HOMO and LUMO = 9.689 eV
structure (SMILES) = CC[C@H](I)OC(=O)NCCCO.CCOC(C)=O.CCOC(C)=O.CCOC(C)=O


Calculated values (eV) of electronic energy for the records, taken in order: -79281.25117; -48333.35642.
Calculated values (eV) of LUMO level for the records, taken in order: 1.4565; 0.2311.